C9H12N6O2PdS | the ωB97M-V functional and the def2-TZVPD basis

Each line ends with the natural charge from an NBO analysis.
CARTESIAN COORDINATES (ANGSTROEM)
Pd 1.93491 -0.32385 -1.70265  0.0102
C 0.14172 -0.33040 2.86296  -0.6869
C 0.40054 -0.34069 1.37670  0.2520
N 1.56266 -0.25980 0.85074  -0.3476
N 2.67280 -0.13465 1.66842  -0.4804
C 3.72636 0.22396 1.00242  0.2631
N 4.89995 0.32592 1.79226  -0.8579
S 3.98326 0.51533 -0.71140  -0.5374
C -0.75978 -0.39441 0.47810  -0.1441
C -2.05237 -0.07203 0.86055  -0.1668
C -3.13920 0.11695 -0.00115  -0.5716
C -3.07959 -0.43101 -1.39001  0.0472
C -1.97583 0.09168 -2.37232  -0.1890
N -0.49019 -0.39539 -0.93072  -0.3617
H 1.08458 -0.35171 3.40296  0.2343
H -0.47456 -1.18702 3.14939  0.2033
H -0.41279 0.56876 3.14909  0.1973
H 4.80957 -0.26283 2.61146  0.3549
H 5.70931 0.09860 1.23200  0.3684
H -2.22247 0.11841 1.91917  0.1843
H -4.11201 0.34269 0.41773  0.1838
H -4.07136 -0.40777 -1.85067  0.1639
H -2.23633 0.56026 -3.31710  0.1897
N -0.04990 1.68067 -2.18671  -0.6758
N -1.02841 0.84634 -1.54281  -0.1233
C -1.28231 -1.29435 -2.06196  0.7236
O -2.52877 -1.77437 -1.44137  -0.5933
O -0.60293 -2.08837 -2.71620  -0.7584
H 0.33539 2.20452 -1.39894  0.3491
H 0.80765 0.98574 -2.32576  0.3482
H -1.54988 1.36884 -0.82421  0.4209

Calculated values
HOMO energy = 0.6 eV
calculated total energy = -1355.0329 Eh
ΔE to the lowest compared entry with this formula, charge and spin = 122.24 kcal per mole
net charge = -2
HOMO-LUMO gap = 5.02 eV
maximum force = 0.87 eV/A